Arrangement A

The following is a quantum chemistry calculation of a cluster of 3 separate species, C3H8O in total, from the Open Molecules 2025 dataset.

The value obtained for the LUMO energy is 0.861 eV. As for the net charge: 0. Its frontier orbital gap is 10.99 eV. As for the structure (SMILES): [H][H].C=C.C=O. As for the HOMO energy: -10.13 eV.

Last column: Löwdin charge in e.
Atoms and positions in Å:
C1 1.415 0.785 -0.804  -0.12
C2 0.316 1.518 -0.653  -0.09
O1 -2.103 -0.607 -0.579  -0.02
C3 -1.764 -1.054 0.487  -0.19
H1 2.332 1.008 -0.263  0.05
H2 0.949 -1.035 1.007  0.02
H3 1.442 -0.069 -1.477  0.05
H4 -0.604 1.283 -1.181  0.04
H5 0.291 2.373 0.018  0.05
H6 0.921 -1.649 1.429  0.06
H7 -1.515 -0.409 1.351  0.07
H8 -1.680 -2.144 0.664  0.08

Arrangement B

The following is a quantum chemistry calculation of a cluster of 2 separate species, C3H8O in total, from the Open Molecules 2025 dataset.

The value obtained for the LUMO energy is 1.058 eV. As for the net charge: 0. Its frontier orbital gap is 10.74 eV. As for the structure (SMILES): CC(C)=O.[H][H]. As for the HOMO energy: -9.69 eV.

Last column: Löwdin charge in e.
Atoms and positions in Å:
C1 1.326 0.227 0.174  -0.04
C2 0.088 -0.645 0.103  -0.57
C3 -1.157 -0.135 0.804  -0.04
O1 0.100 -1.717 -0.463  0.03
H1 2.001 -0.027 -0.646  0.08
H2 1.082 1.294 0.146  0.07
H3 1.840 0.027 1.121  0.09
H4 -0.656 0.831 -2.098  0.07
H5 -1.246 0.955 0.750  0.07
H6 -2.042 -0.607 0.369  0.08
H7 -1.103 -0.414 1.863  0.09
H8 -0.581 0.096 -2.171  0.06

Most stable = arrangement B

Arrangement A

The following is a quantum chemistry calculation of a cluster of 2 separate species, C3H5NO3 in total, from the Open Molecules 2025 dataset.

The value obtained for the LUMO energy is 0.269 eV. As for the net charge: 0. Its frontier orbital gap is 10.81 eV. As for the structure (SMILES): CC(=O)O.N#CO. As for the HOMO energy: -10.54 eV.

Last column: Löwdin charge in e.
Atoms and positions in Å:
C1 -1.853 -0.837 0.008  0.02
C2 -0.911 0.331 -0.002  -0.53
O1 -1.554 1.479 -0.189  0.13
O2 0.225 0.293 0.436  0.07
H1 -0.970 2.241 -0.041  0.14
H2 -1.945 -1.237 1.016  0.10
H3 -1.477 -1.633 -0.631  0.09
H4 -2.843 -0.549 -0.334  0.09
O3 2.649 -0.814 -0.205  0.10
C3 3.128 0.360 -0.086  -0.43
N1 3.861 1.240 0.048  0.14
H5 1.690 -0.872 -0.020  0.10

Arrangement B

The following is a quantum chemistry calculation of an isolated molecule of C3H5NO3, from the Open Molecules 2025 dataset.

The value obtained for the LUMO energy is -2.813 eV. As for the net charge: 0. Its frontier orbital gap is 7.72 eV. As for the HOMO energy: -10.53 eV.

Last column: Löwdin charge in e.
Atoms and positions in Å:
C1 -1.914 -0.115 0.439  -0.31
N1 -1.033 0.940 0.144  0.10
C2 0.194 0.809 0.563  -0.14
C3 1.186 0.061 -0.672  -0.49
O1 2.347 -0.017 -0.288  0.08
O2 0.578 -1.238 -0.768  0.01
O3 -1.645 -1.077 1.110  0.08
H1 -2.871 0.001 -0.083  0.12
H2 1.291 -1.877 -0.899  0.11
H3 0.719 1.764 0.582  0.14
H4 0.314 0.233 1.482  0.14
H5 0.834 0.516 -1.610  0.17

Arrangement C

The following is a quantum chemistry calculation of a structure of composition C3H5NO3, from the Open Molecules 2025 dataset.

The value obtained for the LUMO energy is -1.497 eV. As for the net charge: 0. Its frontier orbital gap is 8.89 eV. As for the HOMO energy: -10.39 eV.

Last column: Löwdin charge in e.
Atoms and positions in Å:
C1 -2.031 -0.028 0.195  -0.13
C2 1.429 -0.346 -0.082  -0.39
C3 1.644 1.140 -0.087  -0.06
H1 -2.231 1.163 -0.581  0.17
H2 -1.296 0.031 1.527  0.19
H3 -3.162 -0.766 0.201  0.13
H4 0.274 -1.885 -0.211  0.11
H5 3.007 1.205 0.032  0.22
N1 0.224 -0.949 -0.060  0.04
O1 -0.900 -0.361 -0.697  -0.28
O2 2.337 -1.275 -0.081  0.00
O3 0.705 2.072 -0.156  -0.01

Most stable = arrangement A